Record 1
C49H63BrN3O2P3SSiY | ωB97M-V/def2-TZVPD

As for the net charge: +1. The calculated total energy comes out at -178066.6538 eV. The value obtained for the HOMO-LUMO gap is 7.18 eV. The HOMO energy comes out at -0.3521 Eh.

Structure (XYZ):
```
124
Properties=species:S:1:pos:R:3:lowdin_charge:R:1
Y -0.6309 -0.3191 0.7001 1.23
C -4.6355 0.9273 0.4901 -0.12
C -3.8838 2.2505 0.6843 -0.54
C -4.7634 3.4610 0.3273 -0.10
P -2.2003 2.0912 -0.0332 1.02
C -1.3365 3.7208 0.2529 -0.51
C -1.4766 4.7597 -0.8605 -0.09
C -1.7417 4.3251 1.6042 -0.09
C -2.2853 2.0207 -1.8609 -0.41
C -3.3980 2.5040 -2.5552 -0.09
C -3.3984 2.5773 -3.9389 -0.06
C -2.2687 2.1871 -4.6440 -0.06
C -1.1764 1.6799 -3.9581 -0.09
C -1.1537 1.5613 -2.5614 -0.31
Si 0.2402 0.5353 -1.7234 0.56
C 0.4230 -0.9307 -2.9259 -0.31
C 1.2128 -0.8084 -4.0736 -0.13
C 1.4534 -1.8769 -4.9239 -0.08
C 0.9306 -3.1248 -4.6180 -0.06
C 0.1274 -3.2714 -3.4976 -0.10
C -0.1601 -2.1872 -2.6623 -0.36
P -1.4069 -2.4000 -1.3229 1.03
C -3.0315 -2.5303 -2.2036 -0.54
C -3.1124 -3.6370 -3.2485 -0.10
C -3.4338 -1.1843 -2.8018 -0.11
C -1.1010 -4.1004 -0.6767 -0.55
C -2.1711 -4.4779 0.3518 -0.11
C 0.3079 -4.1861 -0.0844 -0.10
C 1.8150 1.6027 -1.6189 -0.32
C 1.7557 2.9453 -2.0215 -0.10
C 2.8009 3.8288 -1.7798 -0.07
C 3.9498 3.3791 -1.1428 -0.08
C 4.0406 2.0490 -0.7548 -0.10
C 2.9893 1.1574 -0.9692 -0.41
P 3.1397 -0.6359 -0.5716 1.09
C 4.5600 -1.0517 -1.7296 -0.54
C 4.9704 -2.5237 -1.6310 -0.12
C 4.2992 -0.6904 -3.1868 -0.11
C 4.0586 -0.7780 1.0558 -0.54
C 3.7770 -2.1675 1.6491 -0.13
C 3.7184 0.2670 2.1119 -0.11
H -5.5543 0.9180 1.0792 0.09
H -4.0404 0.0637 0.8027 0.05
H -4.9083 0.7841 -0.5581 0.07
H -3.6353 2.3241 1.7477 0.09
H -5.5538 3.1770 -0.3682 0.08
H -4.2130 4.2850 -0.1171 0.05
H -5.2516 3.8410 1.2258 0.09
H -0.2824 3.4384 0.2901 0.07
H -2.4878 5.1629 -0.9228 0.07
H -1.2097 4.3676 -1.8407 0.06
H -0.8065 5.5946 -0.6398 0.09
H -2.7239 4.7970 1.5287 0.08
H -1.0263 5.0949 1.9008 0.09
H -1.7857 3.5932 2.4098 0.05
H -4.2764 2.8338 -2.0198 0.08
H -4.2714 2.9496 -4.4611 0.11
H -2.2472 2.2578 -5.7248 0.11
H -0.3258 1.3337 -4.5335 0.09
H 1.6781 0.1478 -4.2950 0.10
H 2.0690 -1.7437 -5.8056 0.12
H 1.1402 -3.9797 -5.2487 0.11
H -0.2847 -4.2502 -3.2851 0.10
H -3.7329 -2.7680 -1.3968 0.10
H -2.4416 -3.4445 -4.0859 0.08
H -4.1307 -3.6634 -3.6436 0.09
H -2.8940 -4.6270 -2.8443 0.07
H -2.7545 -0.8971 -3.6080 0.08
H -3.4269 -0.3833 -2.0635 0.04
H -4.4407 -1.2510 -3.2195 0.09
H -1.1716 -4.7968 -1.5127 0.09
H -2.1788 -3.7796 1.1895 0.05
H -1.9650 -5.4745 0.7491 0.09
H -3.1709 -4.5038 -0.0857 0.07
H 0.4512 -3.4572 0.7178 0.05
H 1.0796 -4.0020 -0.8320 0.07
H 0.4771 -5.1758 0.3450 0.09
H 0.8724 3.3062 -2.5369 0.09
H 2.7255 4.8605 -2.1021 0.11
H 4.7762 4.0555 -0.9613 0.11
H 4.9573 1.6986 -0.2917 0.11
H 5.3856 -0.4325 -1.3661 0.10
H 4.1112 -3.1796 -1.7970 0.08
H 5.4161 -2.7756 -0.6709 0.06
H 5.7129 -2.7500 -2.4000 0.08
H 3.5911 -1.3884 -3.6336 0.05
H 5.2360 -0.7685 -3.7443 0.09
H 3.9177 0.3241 -3.3141 0.07
H 5.1241 -0.7026 0.8182 0.10
H 2.7314 -2.2353 1.9575 0.04
H 4.4013 -2.3287 2.5320 0.09
H 3.9682 -2.9809 0.9530 0.05
H 2.6720 0.1901 2.4100 0.04
H 3.9035 1.2863 1.7804 0.05
H 4.3262 0.0910 3.0040 0.09
N -2.7554 -0.0066 4.0720 0.13
C -1.7191 0.8616 3.9791 -0.68
N -0.9600 0.9896 2.9259 0.01
C 0.0224 1.9649 3.1399 -0.34
C 0.9750 2.3578 2.2079 -0.06
C 1.8304 3.3985 2.5196 -0.06
C 1.7581 4.0340 3.7601 -0.06
C 0.8233 3.6404 4.7051 -0.07
C -0.0405 2.6055 4.3740 -0.47
S -1.3487 1.9284 5.3051 1.13
H -2.6664 -0.8480 3.5138 0.08
H -3.1661 -0.1446 4.9807 0.10
H 1.0559 1.8833 1.2302 0.08
H 2.5654 3.7159 1.7900 0.11
H 2.4403 4.8423 3.9890 0.11
H 0.7624 4.1345 5.6661 0.12
Br -0.5773 -5.7153 6.4632 0.78
C 0.1505 -4.1252 5.7717 -0.67
C 1.1435 -3.4533 6.4736 -0.16
N 1.6925 -2.3170 6.0430 0.10
C 1.2779 -1.8313 4.8764 -0.06
C 0.2850 -2.4400 4.1184 -0.12
C -0.3012 -3.6107 4.5754 -0.04
C -0.1381 -1.8437 2.8334 -0.60
O -1.3286 -1.9624 2.4296 -0.11
O 0.7222 -1.1861 2.1417 -0.20
H 1.5068 -3.8483 7.4147 0.11
H 1.7402 -0.9116 4.5325 0.12
H -1.0861 -4.0983 4.0103 0.12
```

---

Record 2
C49H63N4O3S4ScSiTe | ωB97M-V/def2-TZVPD

The relative energy (zero: lowest compared OMol25 entry of this formula, charge and spin) is 19.7 kcal/mol. As for the net charge: -2. The calculated total energy comes out at -143162.5120 eV. The value obtained for the HOMO-LUMO gap is 4.41 eV. The HOMO energy comes out at -0.0275 Eh.

Structure (XYZ):
```
126
Properties=species:S:1:pos:R:3:lowdin_charge:R:1
Sc 0.5714 0.8182 -1.0124 0.62
C -2.6332 4.1365 -0.2065 -0.04
C -1.9041 5.1885 0.3148 -0.07
C -0.5938 4.9693 0.7121 -0.02
C -0.0586 3.7015 0.5423 -0.22
N -0.7330 2.7132 -0.0318 0.05
C -2.0045 2.9129 -0.3808 -0.16
C 1.2817 3.3110 1.0724 -0.24
C 1.9692 4.0790 1.9941 -0.01
C 3.1329 3.5669 2.5448 -0.05
C 3.5376 2.2950 2.2006 0.00
C 2.7820 1.5744 1.2824 -0.23
N 1.7094 2.1112 0.6917 0.04
C 3.1319 0.1875 0.8872 -0.29
C 3.9442 -0.6077 1.6637 -0.02
C 4.2701 -1.8799 1.1886 -0.05
C 3.7941 -2.2787 -0.0342 -0.06
C 2.9377 -1.4235 -0.7339 -0.19
N 2.6209 -0.2074 -0.2873 0.04
H -3.6676 4.2517 -0.4982 0.11
H -2.3524 6.1676 0.4329 0.10
H -0.0049 5.7656 1.1446 0.10
H -2.5234 2.0523 -0.7790 0.06
H 1.5926 5.0451 2.2954 0.10
H 3.7035 4.1488 3.2582 0.10
H 4.4301 1.8628 2.6275 0.11
H 4.2881 -0.2687 2.6300 0.10
H 4.8867 -2.5418 1.7843 0.10
H 4.0069 -3.2550 -0.4488 0.10
H 2.6234 -1.6605 -1.7397 0.07
S -0.9416 1.9722 -3.0405 0.62
C -2.2461 0.8378 -3.3221 -0.69
C -3.1031 1.0196 -4.4202 -0.15
C -4.1437 0.1463 -4.6931 -0.14
C -4.3546 -0.9522 -3.8634 -0.13
C -3.5228 -1.1442 -2.7712 -0.14
C -2.4762 -0.2608 -2.4727 -0.66
S -1.5520 -0.5572 -0.9980 0.48
H -2.9246 1.8737 -5.0642 0.08
H -4.7837 0.3180 -5.5521 0.08
H -5.1538 -1.6549 -4.0695 0.08
H -3.6608 -2.0010 -2.1205 0.09
C -4.5283 -2.1002 0.9641 -0.02
C -4.1661 -0.9132 1.8454 -0.65
C -4.4099 0.3884 1.0866 -0.03
C -4.9712 -0.9285 3.1426 -0.03
O -2.7935 -1.0863 2.1492 -0.16
Si -1.6122 -0.1915 2.8597 -0.13
S 0.1133 -0.1025 1.7669 0.42
O -2.3510 1.2505 3.2529 -0.16
C -2.0074 2.2473 4.1999 -0.65
C -0.4936 2.4257 4.2943 -0.04
C -2.5798 1.8574 5.5621 -0.03
C -2.6533 3.5337 3.7039 -0.03
O -1.3005 -0.8445 4.3618 -0.17
C -0.9295 -2.1691 4.7346 -0.66
C 0.2110 -2.0223 5.7349 -0.04
C -0.4767 -3.0230 3.5515 -0.07
C -2.1455 -2.8065 5.3984 -0.03
H -5.5752 -2.0471 0.6506 0.08
H -4.3617 -3.0340 1.5053 0.09
H -3.8839 -2.0995 0.0834 0.05
H -5.4704 0.4721 0.8329 0.08
H -3.8190 0.3945 0.1669 0.04
H -4.1144 1.2474 1.6934 0.07
H -6.0416 -0.8462 2.9326 0.08
H -4.6665 -0.0927 3.7774 0.07
H -4.7889 -1.8583 3.6858 0.07
H -0.0274 1.5493 4.7500 0.08
H -0.2515 3.3145 4.8858 0.08
H -0.0746 2.5291 3.2919 0.05
H -2.1965 0.8780 5.8492 0.07
H -3.6702 1.7999 5.5075 0.08
H -2.3018 2.5955 6.3208 0.08
H -2.2340 3.8106 2.7328 0.06
H -2.4849 4.3519 4.4102 0.08
H -3.7284 3.3834 3.5833 0.09
H 1.0534 -1.5273 5.2467 0.08
H 0.5365 -2.9996 6.1013 0.08
H -0.1080 -1.4111 6.5842 0.08
H 0.4009 -2.5954 3.0668 0.04
H -1.2534 -3.0893 2.7869 0.07
H -0.2402 -4.0329 3.8985 0.09
H -2.5254 -2.1542 6.1894 0.08
H -1.8886 -3.7787 5.8284 0.08
H -2.9344 -2.9476 4.6572 0.07
Te 0.3269 -3.3092 -0.5619 0.74
C 1.4712 -5.0483 -0.9828 -1.06
C 2.3980 -5.2466 -1.9824 -0.30
C 3.0217 -6.5330 -1.9633 -0.25
C 2.5733 -7.3222 -0.9462 -0.49
S 1.3955 -6.4769 -0.0173 0.84
H 2.6087 -4.4864 -2.7265 0.08
H 3.7656 -6.8536 -2.6834 0.08
H 2.8589 -8.3358 -0.7074 0.03
C -0.2549 -2.8377 -4.4858 -0.05
C 0.9343 -1.9171 -4.5344 -0.27
C 1.9463 -2.0912 -5.4870 -0.05
C 3.0530 -1.2535 -5.4714 -0.30
C 4.1667 -1.4409 -6.4745 -0.08
C 3.1371 -0.2115 -4.5537 -0.02
C 2.0960 0.0565 -3.6306 -0.33
C 1.0418 -0.8880 -3.6215 -0.06
N 2.0305 1.1045 -2.7608 -0.09
C 2.8841 2.2752 -2.9760 -0.61
C 4.2812 2.0894 -2.3582 -0.04
C 2.2067 3.4600 -2.2831 -0.07
C 3.0033 2.7028 -4.4637 -0.05
H -0.2992 -3.4632 -5.3811 0.07
H -1.1851 -2.2713 -4.4060 0.07
H -0.1983 -3.4794 -3.6019 0.03
H 1.8692 -2.8865 -6.2225 0.10
H 4.1571 -2.4521 -6.8861 0.06
H 5.1442 -1.2656 -6.0183 0.07
H 4.0662 -0.7406 -7.3097 0.07
H 4.0380 0.3846 -4.5546 0.08
H 0.2602 -0.7833 -2.8768 0.02
H 4.1909 1.9132 -1.2832 0.06
H 4.9078 2.9758 -2.5165 0.07
H 4.7857 1.2246 -2.7924 0.07
H 2.0695 3.2563 -1.2274 0.04
H 1.2310 3.6498 -2.7379 0.05
H 2.8189 4.3634 -2.3659 0.08
H 3.9028 2.3318 -4.9535 0.06
H 3.0274 3.7948 -4.5269 0.07
H 2.1362 2.3502 -5.0235 0.09
```

---

Record 3
C49H67Br2I2N11O4S2Si2 | ωB97M-V/def2-TZVPD

The calculated total energy comes out at -270190.8864 eV. The value obtained for the HOMO-LUMO gap is 7.32 eV. The HOMO energy comes out at -0.2927 Eh.

Structure (XYZ):
```
139
Properties=species:S:1:pos:R:3:lowdin_charge:R:1
C -0.3489 -4.0229 3.6173 -0.12
N 0.8687 -4.5112 2.9587 -0.16
C 1.8075 -3.4233 2.6272 -0.27
Si 1.9405 -3.0436 0.7592 0.54
C 0.4666 -1.9345 0.4054 -0.17
C -0.3943 -2.4653 -0.7340 -0.45
C -1.6659 -3.1048 -0.2896 0.01
O -1.5339 -1.7393 -0.9713 -0.10
O 3.4525 -2.3382 0.6731 -0.29
Si 4.3764 -2.0162 -0.6576 0.31
N 3.9945 -0.4996 -1.5043 0.04
C 2.8172 -0.2170 -1.7054 -0.82
S 1.4418 0.0973 -2.3803 0.84
C 4.7604 -3.4219 -1.8270 -0.77
I 5.8973 -5.0009 -0.9579 0.89
C 4.4326 -3.5006 -3.1220 -0.88
C 3.6193 -2.4323 -3.8071 -0.17
I 4.9538 -5.1149 -4.3628 0.89
C 6.1084 -1.5725 0.0923 -0.71
Br 6.2884 -2.6073 1.7747 0.62
C 6.2199 -0.0686 0.4258 -0.75
C 5.0623 0.4574 1.2567 -0.19
Br 7.8439 0.2338 1.5609 0.69
S 1.6366 -5.0066 -0.2098 0.51
C 2.7093 -6.1638 0.6258 -0.19
O 1.8454 -4.9823 -1.6471 -0.37
O 0.2999 -5.4635 0.0909 -0.35
H -1.0641 -3.7464 2.8443 0.06
H -0.7883 -4.7972 4.2373 0.08
H -0.1712 -3.1531 4.2583 0.08
H 1.3457 -5.0661 3.6566 0.09
H 1.5335 -2.4608 3.0725 0.08
H 2.8060 -3.6910 2.9762 0.08
H -0.2146 -1.9108 1.2504 0.08
H 0.7161 -0.9095 0.1361 0.06
H 0.0957 -2.9238 -1.5805 0.12
H -2.1553 -2.7008 0.5833 0.09
H -2.2820 -3.5539 -1.0505 0.11
H 3.5004 -2.7057 -4.8494 0.05
H 2.6148 -2.4517 -3.3876 0.06
H 4.0648 -1.4478 -3.7498 0.07
H 6.9057 -1.9220 -0.5539 0.05
H 6.4115 0.5345 -0.4536 0.08
H 5.3558 1.3265 1.8338 0.05
H 4.2491 0.7798 0.6117 0.07
H 4.6785 -0.2947 1.9379 0.05
H 3.6149 -5.6862 0.9901 0.01
H 2.1547 -6.5209 1.4872 0.06
H 2.9270 -6.9865 -0.0455 0.07
N 8.0927 3.0454 -0.6190 0.00
C 8.6305 3.7395 -1.6661 -0.13
C 7.7966 4.7890 -1.9482 -0.11
C 6.7141 4.7268 -1.0293 -0.11
C 6.9280 3.6413 -0.2217 -0.15
H 8.4873 2.2214 -0.2009 0.07
H 9.5556 3.4280 -2.1196 0.11
H 7.9463 5.5199 -2.7254 0.09
H 5.8759 5.4015 -0.9688 0.08
H 6.3545 3.2433 0.5983 0.09
N 11.2409 -1.0710 1.0367 0.00
C 11.3316 -1.5876 -0.2256 -0.15
C 12.6594 -1.6795 -0.5483 -0.11
C 13.3990 -1.2024 0.5675 -0.11
C 12.4948 -0.8370 1.5289 -0.14
H 10.3819 -0.8921 1.5239 0.06
H 10.4471 -1.8437 -0.7835 0.10
H 13.0569 -2.0481 -1.4789 0.09
H 14.4704 -1.1361 0.6535 0.09
H 12.6355 -0.4317 2.5161 0.10
N -3.6958 -0.8447 2.4970 -0.02
C -4.8084 -1.6486 2.4902 -0.15
C -5.5508 -1.3459 3.5975 -0.10
C -4.8637 -0.3162 4.3003 -0.10
C -3.7274 -0.0265 3.5973 -0.14
H -2.9695 -0.8541 1.8027 0.13
H -4.9707 -2.3625 1.7002 0.11
H -6.4832 -1.8085 3.8745 0.09
H -5.1726 0.1571 5.2168 0.09
H -2.9420 0.6861 3.7811 0.11
N -4.7519 1.5460 0.6893 0.01
C -4.1839 2.2454 -0.3405 -0.14
C -4.9057 3.3958 -0.5160 -0.12
C -5.9484 3.3913 0.4502 -0.11
C -5.8239 2.2384 1.1789 -0.14
H -4.4314 0.6599 1.0357 0.10
H -3.3195 1.8647 -0.8580 0.10
H -4.7090 4.1562 -1.2530 0.09
H -6.7015 4.1478 0.5933 0.09
H -6.4028 1.8513 2.0002 0.10
N -8.2406 -2.8667 0.0560 0.01
C -9.3477 -3.6685 0.0452 -0.14
C -10.0913 -3.3679 1.1554 -0.12
C -9.4079 -2.3403 1.8606 -0.11
C -8.2709 -2.0525 1.1558 -0.14
H -7.5165 -2.8735 -0.6374 0.14
H -9.5095 -4.3798 -0.7473 0.10
H -11.0238 -3.8315 1.4330 0.07
H -9.7171 -1.8682 2.7783 0.09
H -7.4835 -1.3418 1.3402 0.09
N -13.8457 -3.3982 1.5999 0.00
C -13.4287 -2.3085 2.3116 -0.14
C -14.3129 -2.1088 3.3354 -0.11
C -15.3049 -3.1250 3.2397 -0.11
C -14.9880 -3.9054 2.1610 -0.14
H -13.3856 -3.7662 0.7900 0.11
H -12.5404 -1.7712 2.0255 0.10
H -14.2569 -1.3252 4.0718 0.09
H -16.1522 -3.2653 3.8893 0.09
H -15.4733 -4.7718 1.7452 0.10
N 4.1360 9.7266 -0.8831 0.01
C 4.1261 10.1494 -2.1832 -0.13
C 4.9531 9.3239 -2.8976 -0.13
C 5.4792 8.3626 -1.9897 -0.12
C 4.9538 8.6383 -0.7561 -0.13
H 3.6216 10.1517 -0.1347 0.15
H 3.5360 10.9967 -2.4868 0.11
H 5.1587 9.3985 -3.9530 0.10
H 6.1642 7.5625 -2.2175 0.08
H 5.0923 8.1562 0.1962 0.11
N -12.5944 -5.6718 -1.4180 0.00
C -13.6844 -5.0985 -2.0214 -0.14
C -13.7759 -5.6055 -3.2884 -0.11
C -12.7036 -6.5234 -3.4566 -0.11
C -11.9953 -6.5438 -2.2863 -0.14
H -12.2795 -5.4857 -0.4845 0.12
H -14.2974 -4.3821 -1.5003 0.10
H -14.5279 -5.3490 -4.0150 0.09
H -12.4801 -7.1023 -4.3366 0.09
H -11.1206 -7.1005 -1.9969 0.10
N 8.0402 10.7531 -2.7573 0.02
C 7.9492 12.1144 -2.6959 -0.14
C 9.2161 12.6277 -2.7922 -0.12
C 10.1069 11.5285 -2.9216 -0.12
C 9.3491 10.3872 -2.8986 -0.14
H 7.2608 10.1183 -2.7064 0.10
H 6.9942 12.5994 -2.5884 0.10
H 9.4754 13.6730 -2.7731 0.09
H 11.1786 11.5713 -3.0204 0.09
H 9.6290 9.3501 -2.9695 0.10
```

---

> Which of these has the lowest HOMO-LUMO gap?

C49H63N4O3S4ScSiTe

---

> The lowest calculated total energy belongs to which entry?

C49H67Br2I2N11O4S2Si2

---

> Look up the calculated total energy of the first one.

-178066.6538 eV